*1*
# CH13NO6

A cluster of 6 separate species, CH13NO6 in total (ωB97M-V/def2-TZVPD, OMol25).

Last column: natural (NBO) charge in e.
Geometry (Å):
N (0.136, 0.199, -0.556)  -0.846
O (1.470, 1.678, 1.925)  -0.969
H (-0.616, 3.607, 0.344)  0.474
O (0.139, 3.313, -0.186)  -0.961
O (-1.716, -1.600, 1.400)  -0.955
O (2.338, -1.333, 1.075)  -0.958
H (2.289, 1.695, 2.433)  0.476
C (0.200, -0.387, -1.773)  0.507
H (1.578, -1.638, 0.571)  0.482
H (-2.172, -1.287, 0.610)  0.476
H (0.422, 0.328, -2.579)  0.124
H (-0.163, -0.274, 0.290)  0.407
H (3.071, -1.239, 0.463)  0.479
H (-3.065, -0.828, -1.965)  0.467
H (-1.902, -1.582, -1.348)  0.468
H (-1.717, -2.560, 1.346)  0.483
H (-0.008, 1.201, -0.549)  0.426
O (0.251, -1.587, -1.957)  -0.631
H (1.404, 0.743, 1.685)  0.493
H (0.852, 3.263, 0.461)  0.497
O (-2.791, -1.711, -1.692)  -0.937

Properties
* highest occupied orbital energy: -0.384 hartree
* molar mass: 135.12 g mol⁻¹
* SMILES: NC=O.O.O.O.O.O
* frontier orbital gap: 10.9 eV
* E_LUMO: 0.4425 eV
* spin multiplicity: 1

*2*
# CH13NO6

A cluster of 6 separate species, CH13NO6 in total (ωB97M-V/def2-TZVPD, OMol25).

Last column: natural (NBO) charge in e.
Geometry (Å):
H (0.332, -2.401, 0.246)  0.484
H (-1.196, -0.308, 2.385)  0.255
H (0.638, 1.723, 1.199)  0.415
O (-0.566, 0.181, -2.459)  -0.990
H (0.134, -0.489, 1.235)  0.298
N (-0.029, 1.379, 1.894)  -0.606
H (1.762, -2.273, 0.400)  0.471
O (-0.740, -1.887, -0.880)  -0.908
H (-0.368, 1.014, -1.796)  0.483
H (0.770, 3.245, -0.667)  0.447
H (-1.551, -0.649, -0.037)  0.527
O (0.350, 2.442, -0.647)  -0.783
O (-1.529, 0.264, 0.349)  -0.531
H (-0.485, -0.611, -1.875)  0.485
H (1.191, 1.167, -0.613)  0.485
H (-0.764, 2.112, 1.925)  0.376
O (1.423, 0.163, -0.483)  -0.960
O (1.023, -2.510, 0.935)  -0.894
H (-1.170, -2.639, -1.191)  0.459
H (1.486, -0.068, -1.410)  0.484
C (-0.712, 0.144, 1.491)  0.004

Properties
* highest occupied orbital energy: -0.370 hartree
* molar mass: 135.12 g mol⁻¹
* frontier orbital gap: 3.7 eV
* E_LUMO: -6.3382 eV
* spin multiplicity: 1

*3*
# CH13NO6

A cluster of 6 separate species, CH13NO6 in total (ωB97M-V/def2-TZVPD, OMol25).

Last column: natural (NBO) charge in e.
Geometry (Å):
H (-2.636, -1.733, 1.691)  0.472
H (2.498, 1.970, 2.177)  0.476
H (0.111, 3.385, 0.576)  0.492
H (1.314, 1.120, 2.676)  0.486
O (2.538, -1.235, 1.024)  -0.942
H (-3.047, -1.109, -2.287)  0.468
H (1.473, 0.707, -2.129)  0.117
H (-1.833, -2.058, -2.365)  0.488
H (-1.232, 3.763, -0.149)  0.479
O (-2.463, -1.642, -1.749)  -0.957
N (0.238, 0.070, -0.582)  -0.846
H (2.168, -2.136, 0.971)  0.466
C (0.765, -0.066, -1.816)  0.512
H (-0.415, -0.562, -0.123)  0.425
O (0.521, -0.981, -2.586)  -0.634
O (-1.699, -1.910, 1.515)  -0.940
H (0.025, 1.010, -0.258)  0.420
H (-1.743, -2.819, 1.214)  0.472
O (1.560, 1.911, 2.208)  -0.961
O (-0.450, 3.213, -0.171)  -0.966
H (2.306, -0.899, 0.163)  0.473

Properties
* highest occupied orbital energy: -0.355 hartree
* molar mass: 135.12 g mol⁻¹
* SMILES: NC=O.O.O.O.O.O
* frontier orbital gap: 10.2 eV
* E_LUMO: 0.5585 eV
* spin multiplicity: 1

The computed energies, referenced to the most stable structure and given in kJ/mol, are *1* 0.0; *2* 943.1; *3* 32.2.

*1*
# CH3NOS2

An isolated molecule of CH3NOS2 (ωB97M-V/def2-TZVPD, OMol25).

Last column: natural (NBO) charge in e.
Geometry (Å):
N (-2.336, -0.126, 1.477)  -0.921
S (-3.965, -0.343, 1.710)  1.299
S (-1.519, 0.785, 0.447)  0.550
H (0.824, 0.728, 0.094)  0.227
H (0.435, 0.090, 1.752)  0.229
C (0.122, 0.030, 0.732)  -0.759
H (0.254, -1.059, 0.447)  0.235
O (-4.111, -1.408, 2.664)  -0.860

Properties
* highest occupied orbital energy (alpha / beta): -0.312 / -0.313 hartree
* molar mass: 109.18 g mol⁻¹
* frontier orbital gap (alpha / beta): 7.5 / 7.6 eV
* E_LUMO (alpha / beta): -0.9426 / -0.8883 eV
* spin multiplicity: 1

*2*
# CH3NOS2

A structure of composition CH3NOS2 (ωB97M-V/def2-TZVPD, OMol25).

Last column: natural (NBO) charge in e.
Geometry (Å):
H (-1.243, -1.673, -0.248)  -0.025
O (1.868, -0.405, 1.848)  -0.806
H (-0.179, 2.343, -0.529)  0.243
S (2.073, -0.228, -0.956)  -0.257
C (-0.886, 1.529, -0.582)  0.094
H (-1.443, -1.128, 0.298)  0.031
N (-1.537, 0.604, -0.433)  -0.339
S (1.347, -1.043, 0.602)  1.059

Properties
* highest occupied orbital energy: -0.379 hartree
* molar mass: 109.18 g mol⁻¹
* frontier orbital gap: 8.3 eV
* E_LUMO: -2.0377 eV
* spin multiplicity: 1

The computed energies, referenced to the most stable structure and given in kJ/mol, are *1* 0.0; *2* 99.7.

*1*
# CH3NOS2

An isolated molecule of CH3NOS2 (ωB97M-V/def2-TZVPD, OMol25).

Last column: natural (NBO) charge in e.
Geometry (Å):
H (-0.335, -0.004, 1.636)  0.406
C (-0.483, 0.065, -0.573)  -0.346
H (-0.766, 1.225, -0.682)  0.201
S (-1.528, -1.218, -1.261)  0.031
O (-3.192, -0.698, 1.399)  -0.885
N (-0.651, -0.419, 0.804)  -0.849
S (-1.926, -1.474, 0.825)  1.229
H (0.517, 0.055, -1.005)  0.213

Properties
* highest occupied orbital energy: -0.354 hartree
* molar mass: 109.18 g mol⁻¹
* frontier orbital gap: 9.4 eV
* E_LUMO: -0.2426 eV
* spin multiplicity: 1

*2*
# CH3NOS2

An isolated molecule of CH3NOS2 (ωB97M-V/def2-TZVPD, OMol25).

Last column: natural (NBO) charge in e.
Geometry (Å):
H (-0.757, 0.983, -0.844)  0.385
H (0.753, -0.368, -0.967)  0.089
N (-1.462, 0.941, -0.150)  -0.942
O (2.631, -0.359, -0.040)  -0.522
S (0.492, -1.399, 1.128)  0.018
C (1.471, -0.620, -0.085)  0.227
H (-1.361, 1.507, 0.756)  0.404
S (-1.765, -0.685, 0.202)  0.341

Properties
* highest occupied orbital energy: -0.357 hartree
* molar mass: 109.18 g mol⁻¹
* SMILES: NSSC=O
* frontier orbital gap: 8.3 eV
* E_LUMO: -1.4714 eV
* spin multiplicity: 1

The computed energies, referenced to the most stable structure and given in kJ/mol, are *1* 50.7; *2* 0.0.

*1*
# C4H6N3

A structure of composition C4H6N3 (ωB97M-V/def2-TZVPD, OMol25).

Last column: natural (NBO) charge in e.
Geometry (Å):
N (0.302, -0.212, -0.846)  -0.180
H (3.356, -1.789, 0.220)  0.131
N (1.457, 0.290, -0.449)  -0.221
C (-3.234, -0.104, 0.117)  -0.228
C (-4.428, -0.289, 0.303)  0.095
N (-0.807, 0.212, -0.297)  -0.069
H (2.323, -0.199, -0.795)  0.453
C (1.741, 1.170, 0.437)  -0.070
H (-5.368, -0.798, 0.131)  0.279
H (2.797, 1.312, 0.689)  0.245
C (-1.966, 0.175, -0.101)  0.458
H (2.955, -1.366, -0.363)  -0.114
H (0.871, 1.598, 0.953)  0.221

Properties
* highest occupied orbital energy: -0.487 hartree
* molar mass: 96.11 g mol⁻¹
* frontier orbital gap: 7.9 eV
* E_LUMO: -5.3198 eV
* spin multiplicity: 1
* charge: +1

*2*
# C4H6N3

A cluster of 2 separate species, C4H6N3 in total (ωB97M-V/def2-TZVPD, OMol25).

Last column: natural (NBO) charge in e.
Geometry (Å):
N (-3.705, 3.623, -0.073)  -0.294
H (-1.611, 0.390, -1.969)  0.494
C (-1.237, 1.188, -0.060)  0.697
H (-0.586, 1.606, 1.745)  0.462
H (-0.251, -1.491, -0.727)  0.242
C (0.094, -0.482, -0.673)  -0.231
H (1.568, -0.027, 0.719)  0.257
C (-2.913, 2.803, -0.012)  0.283
N (-1.121, 0.310, -0.971)  -0.579
H (0.301, -0.852, 1.476)  0.243
N (-0.329, 1.101, 0.884)  -0.591
C (0.500, -0.081, 0.759)  -0.232
H (0.647, -0.378, -1.606)  0.250

Properties
* highest occupied orbital energy: -0.573 hartree
* molar mass: 96.11 g mol⁻¹
* frontier orbital gap: 8.1 eV
* E_LUMO: -7.4783 eV
* spin multiplicity: 1
* charge: +1

*3*
# C4H6N3

A structure of composition C4H6N3 (ωB97M-V/def2-TZVPD, OMol25).

Last column: natural (NBO) charge in e.
Geometry (Å):
H (1.720, -0.705, -0.789)  0.435
C (0.888, -1.546, 1.079)  -0.060
H (-1.871, 0.207, 1.513)  0.236
H (1.660, -1.503, 1.833)  0.250
H (0.604, -2.427, 0.664)  0.236
H (-0.548, 2.921, -2.051)  0.227
N (-0.184, 1.341, -0.906)  -0.369
H (-1.533, 1.347, -2.285)  0.197
N (1.141, -0.496, 0.016)  -0.552
C (-0.815, 1.896, -1.857)  0.072
C (-0.966, -0.257, 1.253)  0.181
C (0.162, 0.350, -0.215)  0.467
N (-0.258, -1.129, 1.743)  -0.319

Properties
* highest occupied orbital energy: -0.526 hartree
* molar mass: 96.11 g mol⁻¹
* frontier orbital gap: 9.4 eV
* E_LUMO: -4.9470 eV
* spin multiplicity: 1
* charge: +1

*4*
# C4H6N3

The ion C4H6N3 with charge +1 (ωB97M-V/def2-TZVPD, OMol25).

Last column: natural (NBO) charge in e.
Geometry (Å):
C (0.372, 0.326, -2.308)  -0.109
H (0.473, -1.056, 1.873)  0.263
C (1.198, -0.625, -2.711)  -0.136
H (-0.937, 1.069, 0.340)  0.456
C (0.326, -0.203, -0.512)  0.528
H (-0.026, 0.543, 2.509)  0.253
C (-0.268, -0.261, 1.809)  -0.452
H (-1.251, -0.650, 2.091)  0.255
N (1.155, -1.268, -0.566)  -0.236
H (1.595, -0.827, -3.691)  0.269
N (1.605, -1.504, -1.695)  0.048
H (-0.166, 1.166, -2.682)  0.257
N (-0.324, 0.265, 0.479)  -0.396

Properties
* highest occupied orbital energy: -0.548 hartree
* molar mass: 96.11 g mol⁻¹
* SMILES: C/[NH+]=C1/C=CN=N1
* frontier orbital gap: 7.9 eV
* E_LUMO: -6.9582 eV
* spin multiplicity: 1
* charge: +1

The computed energies, referenced to the most stable structure and given in kJ/mol, are *1* 433.7; *2* 225.5; *3* 0.0; *4* 64.9.